DFT (wB97M-V/def2-TZVPD) results for C25H39Br2N9O6P2S3Sr as an isolated structure in a non-equilibrium geometry.

Last column: Löwdin charge in e.
Cartesian coordinates (Å):
Sr (1.12, -0.45, 0.54)  1.177
C (1.52, 2.09, 0.75)  -0.219
N (1.30, 2.49, 2.18)  -0.151
C (2.62, 3.05, 2.64)  -0.102
P (1.18, 0.98, 2.97)  0.575
O (-0.12, 0.41, 2.52)  -0.371
O (2.49, -0.25, 2.42)  -0.543
P (3.94, 0.04, 1.24)  0.592
O (3.46, -0.67, -0.02)  -0.417
N (5.06, -0.80, 2.13)  -0.289
C (4.59, -1.98, 2.87)  -0.089
C (6.18, -1.21, 1.25)  -0.088
N (4.66, 1.41, 0.81)  -0.298
C (5.69, 2.10, 1.59)  -0.058
C (4.46, 2.01, -0.52)  -0.046
N (1.47, 0.93, 4.57)  -0.272
C (2.84, 0.91, 5.11)  -0.085
C (0.62, 1.92, 5.27)  -0.077
H (1.96, 2.92, 0.20)  0.091
H (0.50, 1.83, 0.35)  0.060
H (2.27, 1.26, 0.65)  -0.043
H (3.03, 3.67, 1.85)  0.036
H (3.35, 2.28, 2.87)  0.051
H (2.46, 3.65, 3.54)  0.092
H (3.81, -1.72, 3.58)  0.068
H (5.44, -2.38, 3.42)  0.094
H (4.21, -2.75, 2.19)  0.097
H (6.39, -0.45, 0.50)  0.079
H (5.93, -2.13, 0.72)  0.095
H (7.06, -1.36, 1.86)  0.095
H (5.81, 1.64, 2.57)  0.086
H (5.42, 3.15, 1.70)  0.086
H (6.64, 2.02, 1.05)  0.099
H (3.62, 1.55, -1.03)  0.077
H (5.36, 1.81, -1.11)  0.106
H (4.31, 3.08, -0.40)  0.073
H (3.56, 0.63, 4.36)  0.054
H (2.89, 0.18, 5.92)  0.096
H (3.10, 1.89, 5.50)  0.093
H (-0.35, 2.00, 4.78)  0.089
H (1.09, 2.90, 5.30)  0.085
H (0.45, 1.57, 6.29)  0.097
Br (0.46, 1.14, -6.55)  0.754
C (0.06, -0.01, -5.11)  -0.701
C (-1.23, -0.10, -4.63)  -0.115
C (-1.46, -0.93, -3.55)  -0.144
N (-0.51, -1.66, -2.97)  0.036
C (0.73, -1.59, -3.47)  -0.143
C (1.07, -0.77, -4.53)  -0.108
H (-2.03, 0.48, -5.06)  0.106
H (-2.45, -1.01, -3.11)  0.109
H (1.47, -2.21, -2.99)  0.088
H (2.08, -0.73, -4.91)  0.102
Br (-2.12, -1.38, 0.32)  -0.142
O (3.84, 7.46, 1.07)  -0.317
S (3.53, 6.13, 1.53)  0.426
O (3.88, 5.82, 2.91)  -0.348
O (3.91, 5.05, 0.61)  -0.397
C (1.70, 6.01, 1.53)  -0.350
N (1.05, 6.44, 2.61)  0.129
C (-0.25, 6.17, 2.64)  -0.109
C (-0.89, 5.40, 1.68)  0.005
C (-0.13, 5.00, 0.60)  -0.219
N (1.16, 5.37, 0.51)  0.152
C (-0.53, 3.99, -0.42)  -0.166
C (-1.51, 3.03, -0.17)  -0.005
C (-1.60, 1.94, -1.03)  -0.161
N (-0.75, 1.73, -2.03)  0.074
C (0.18, 2.66, -2.28)  -0.132
C (0.30, 3.82, -1.53)  -0.025
H (-0.80, 6.55, 3.50)  0.111
H (-1.93, 5.13, 1.79)  0.109
H (-2.12, 3.05, 0.72)  0.120
H (-2.33, 1.15, -0.89)  0.035
H (0.88, 2.45, -3.08)  0.108
H (1.09, 4.52, -1.72)  0.121
S (1.00, -3.16, -0.19)  0.477
C (-0.36, -4.13, -0.38)  -1.168
N (-1.20, -4.03, -1.39)  -0.069
C (-2.54, -4.55, -1.13)  -0.250
C (-2.32, -5.74, -0.21)  -0.411
S (-0.88, -5.30, 0.80)  0.937
H (-1.08, -3.15, -1.93)  0.063
H (-3.02, -4.85, -2.06)  0.121
H (-3.11, -3.76, -0.64)  0.048
H (-2.09, -6.65, -0.77)  0.076
H (-3.18, -5.92, 0.44)  0.080

Output
- Energy: -8976.47008 a.u.
- Kohn-Sham gap (alpha / beta): 4.552 / 4.555 eV
- Charge: 0


DFT (wB97M-V/def2-TZVPD) results for a 3-piece molecular cluster, C25H39N2O14P2 overall in a non-equilibrium geometry.

Last column: Löwdin charge in e.
Cartesian coordinates (Å):
C (-1.20, -3.90, -0.65)  -0.102
C (-2.23, -2.60, -0.56)  -0.204
C (-1.42, -1.26, 0.02)  -0.026
C (-0.92, -1.13, 1.61)  0.094
N (-0.19, 0.12, 2.07)  0.088
C (0.12, 1.33, 1.18)  -0.041
O (0.86, 2.44, 1.80)  0.019
C (-0.29, 1.36, -0.41)  0.003
N (-0.01, 2.48, -1.39)  0.018
C (1.38, 2.40, -1.99)  -0.241
C (2.61, 1.44, -1.50)  -0.007
O (1.62, 3.18, -3.08)  -0.012
C (-0.34, 3.85, -0.84)  -0.249
C (-1.83, 4.51, -0.68)  -0.014
O (0.71, 4.62, -0.46)  -0.007
C (-1.08, 0.01, -1.00)  0.120
C (-1.46, 0.01, -2.60)  -0.226
O (-0.51, -0.46, -3.45)  0.036
O (-2.70, 0.51, -3.21)  -0.010
C (-3.83, 0.50, -2.27)  -0.168
O (-5.06, 0.62, -3.12)  -0.117
C (-6.09, 1.07, -2.17)  -0.190
C (-6.34, 2.69, -2.03)  0.002
C (-7.48, 3.19, -0.94)  -0.055
C (-8.30, 2.06, -0.09)  -0.064
C (-8.02, 0.41, -0.22)  -0.041
C (-6.88, -0.11, -1.32)  0.006
H (-1.81, -4.84, -0.30)  0.091
H (-0.31, -3.67, 0.08)  0.080
H (-0.89, -4.02, -1.77)  0.101
H (-3.12, -2.77, 0.19)  0.128
H (-2.66, -2.35, -1.65)  0.119
H (-1.12, -2.04, 2.35)  0.149
H (0.10, 0.14, 3.09)  0.163
H (0.52, 2.61, 2.75)  0.160
H (2.74, 0.58, -2.31)  0.123
H (3.61, 2.09, -1.42)  0.123
H (2.47, 0.94, -0.45)  0.072
H (-1.97, 5.47, -1.36)  0.120
H (-1.90, 4.91, 0.44)  0.110
H (-2.70, 3.71, -0.84)  0.077
H (-3.83, -0.52, -1.66)  0.136
H (-3.69, 1.45, -1.57)  0.150
H (-5.70, 3.46, -2.67)  0.111
H (-7.64, 4.36, -0.84)  0.097
H (-9.13, 2.38, 0.66)  0.081
H (-8.59, -0.39, 0.41)  0.085
H (-6.62, -1.26, -1.48)  0.105
C (0.44, -6.00, 5.47)  -0.152
O (0.23, -5.06, 6.50)  -0.270
P (-0.41, -3.56, 5.93)  0.781
O (0.98, -2.93, 6.08)  -0.251
O (-1.27, -3.41, 7.32)  -0.293
C (-0.65, -3.66, 8.57)  -0.111
O (-1.05, -2.06, 5.35)  -0.350
C (-0.98, -0.92, 6.19)  -0.139
H (0.87, -6.91, 5.89)  0.096
H (-0.51, -6.24, 4.99)  0.079
H (1.14, -5.59, 4.72)  0.082
H (0.43, -3.45, 8.54)  0.094
H (-0.82, -4.70, 8.85)  0.091
H (-1.11, -3.01, 9.32)  0.097
H (-0.02, -0.85, 6.72)  0.089
H (-1.80, -0.94, 6.91)  0.091
H (-1.09, -0.03, 5.56)  0.075
C (9.17, -0.33, -3.68)  -0.156
O (8.00, -0.07, -4.42)  -0.279
P (7.30, 1.47, -4.05)  0.792
O (6.23, 0.75, -3.22)  -0.276
O (6.81, 1.62, -5.62)  -0.293
C (6.20, 0.52, -6.27)  -0.120
O (6.60, 3.00, -3.67)  -0.308
C (5.25, 3.25, -4.05)  -0.137
H (9.55, -1.32, -3.95)  0.091
H (9.93, 0.42, -3.92)  0.081
H (8.96, -0.30, -2.61)  0.082
H (5.66, -0.13, -5.57)  0.089
H (6.95, -0.06, -6.80)  0.087
H (5.48, 0.91, -7.00)  0.094
H (4.61, 2.39, -3.89)  0.066
H (5.21, 3.55, -5.10)  0.089
H (4.88, 4.08, -3.45)  0.095

Output
- Energy: -2820.33169 a.u.
- Kohn-Sham gap: 5.314 eV
- Charge: +1


DFT (wB97M-V/def2-TZVPD) results for a 2-piece molecular cluster, C25H39N2O3 overall.

Last column: Löwdin charge in e.
Cartesian coordinates (Å):
C (-3.47, 1.49, 0.31)  0.026
C (-2.45, 0.40, 0.43)  -0.520
O (-2.65, -0.66, 0.97)  0.115
O (-1.25, 0.70, -0.14)  -0.019
C (-0.12, 0.50, 0.74)  -0.154
C (1.15, 0.83, -0.04)  -0.107
C (2.33, -0.09, 0.34)  -0.337
C (3.60, 0.38, -0.45)  -0.071
C (3.39, 1.23, -1.69)  -0.191
C (3.51, 2.61, -1.54)  -0.053
C (3.37, 3.48, -2.60)  -0.086
C (3.12, 2.98, -3.87)  -0.085
C (3.01, 1.61, -4.04)  -0.051
C (3.14, 0.73, -2.97)  -0.219
C (3.03, -0.75, -3.25)  -0.034
C (1.95, -1.55, -0.09)  -0.050
C (1.96, -2.72, 0.93)  -0.428
C (0.55, -3.26, 1.26)  -0.014
C (2.72, -3.87, 0.26)  -0.048
N (2.70, -2.38, 2.18)  -0.116
O (3.94, -2.71, 2.19)  -0.011
C (2.42, -1.08, 2.84)  -0.451
C (1.04, -1.05, 3.52)  -0.023
C (3.44, -0.91, 3.97)  -0.045
C (2.62, 0.10, 1.86)  -0.045
H (-3.12, 2.26, -0.37)  0.086
H (-4.41, 1.10, -0.07)  0.071
H (-3.61, 1.93, 1.30)  0.098
H (-0.13, -0.53, 1.08)  0.087
H (-0.25, 1.14, 1.61)  0.134
H (0.90, 0.70, -1.09)  0.130
H (1.41, 1.87, 0.15)  0.126
H (4.20, -0.49, -0.73)  0.121
H (4.23, 0.97, 0.20)  0.107
H (3.71, 3.03, -0.56)  0.114
H (3.47, 4.55, -2.45)  0.100
H (3.03, 3.65, -4.72)  0.100
H (2.83, 1.22, -5.03)  0.107
H (2.93, -0.91, -4.32)  0.076
H (2.12, -1.16, -2.80)  0.074
H (3.90, -1.30, -2.89)  0.085
H (2.62, -1.83, -0.89)  0.076
H (0.96, -1.51, -0.54)  0.120
H (-0.25, -2.64, 0.86)  0.073
H (0.42, -3.36, 2.33)  0.074
H (0.43, -4.26, 0.85)  0.078
H (2.08, -4.23, -0.56)  0.091
H (2.88, -4.70, 0.95)  0.092
H (3.65, -3.55, -0.19)  0.080
H (0.25, -1.55, 2.98)  0.053
H (1.11, -1.54, 4.50)  0.090
H (0.73, -0.03, 3.71)  0.086
H (3.50, -1.81, 4.58)  0.091
H (3.11, -0.09, 4.61)  0.093
H (4.43, -0.67, 3.60)  0.079
H (1.99, 0.91, 2.22)  0.117
H (3.64, 0.44, 1.99)  0.105
C (-8.49, 1.59, -2.25)  -0.109
C (-7.76, 0.66, -1.28)  -0.262
C (-7.94, 1.08, 0.18)  -0.193
C (-7.40, 2.42, 0.43)  -0.249
N (-6.96, 3.46, 0.61)  0.149
H (-8.10, 2.60, -2.20)  0.072
H (-8.37, 1.24, -3.28)  0.072
H (-9.56, 1.62, -2.03)  0.077
H (-6.70, 0.64, -1.53)  0.102
H (-8.14, -0.36, -1.40)  0.108
H (-7.42, 0.38, 0.84)  0.117
H (-8.99, 1.07, 0.46)  0.119

Output
- 2S+1: 2
- Energy: -1311.15059 a.u.
- Kohn-Sham gap (alpha / beta): 8.720 / 9.613 eV
- Charge: 0


Question: Among the records above, which one has the highest energy?
Answer: C25H39N2O3


Question: Which formula does entry 2 have?
Answer: C25H39N2O14P2


Question: What is the formula in the second record?
Answer: C25H39N2O14P2